ORCA calculation (wB97M-V/def2-TZVPD) on a 14-piece molecular cluster, C42H83N3O33 overall.

Output
- ΔE to the lowest compared entry with this formula, charge and spin (kJ/mol) = 0.0
- LUMO (eV) = 0.32
- charge = 0
- gap between HOMO and LUMO (eV) = 10.18
- total energy (Ha) = -4297.23841

Last columns: bonded neighbours and bond lengths (Å).
CARTESIAN COORDINATES (ANGSTROEM)
1 C -2.0931 0.5342 -3.6524  O2 1.411, H10 1.100, H11 1.101, H12 1.089
2 O -1.9250 1.0184 -2.3376  C1 1.411, C3 1.403
3 C -2.9925 0.6444 -1.5081  O2 1.403, C4 1.487, H13 1.101, H14 1.098
4 C -2.7146 1.0924 -0.1177  C3 1.487, O5 1.422, H15 1.100, H16 1.100
5 O -1.5110 0.4943 0.3471  C4 1.422, C6 1.403
6 C -1.1582 0.8906 1.6455  O5 1.403, C7 1.516, H17 1.101, H18 1.101
7 C 0.1203 0.1897 2.0604  C6 1.516, O8 1.407, H19 1.103, H20 1.096
8 O -0.1659 -1.1602 2.3345  C7 1.407, C9 1.380
9 C 0.9786 -1.8804 2.6122  O8 1.380, H21 1.101, H22 1.093, H23 1.099
10 H -3.0310 0.9064 -4.0893  C1 1.100
11 H -2.1041 -0.5640 -3.7322  C1 1.101
12 H -1.2367 0.8917 -4.2225  C1 1.089
13 H -3.0214 -0.4553 -1.5534  C3 1.101
14 H -3.9482 1.0501 -1.8648  C3 1.098
15 H -3.5506 0.8026 0.5359  C4 1.100
16 H -2.5639 2.1789 -0.0341  C4 1.100
17 H -1.9516 0.5913 2.3472  C6 1.101
18 H -0.9843 1.9772 1.6705  C6 1.101
19 H 0.4251 0.6241 3.0269  C7 1.103
20 H 0.9070 0.3682 1.3192  C7 1.096
21 H 1.7026 -1.8136 1.7853  C9 1.101
22 H 0.8658 -2.9613 2.7269  C9 1.093
23 H 1.5235 -1.5516 3.5081  C9 1.099
24 C 5.1475 1.2586 0.0687  O25 1.435, H30 1.095, H31 1.087, H32 1.087
25 O 3.7340 1.0967 -0.1194  C24 1.435, C26 1.311
26 C 3.0409 1.9349 -0.8516  O25 1.311, O27 1.189, O28 1.303
27 O 3.4848 2.6677 -1.6759  C26 1.189
28 O 1.8016 1.8109 -0.4686  C26 1.303, C29 1.413
29 C 0.8012 2.4583 -1.2279  O28 1.413, H33 1.085, H34 1.095, H35 1.097
30 H 5.3213 0.9950 1.1169  C24 1.095
31 H 5.5398 2.2569 -0.1102  C24 1.087
32 H 5.6981 0.5206 -0.5088  C24 1.087
33 H -0.1346 2.3190 -0.6978  C29 1.085
34 H 0.6609 2.0666 -2.2408  C29 1.095
35 H 0.9627 3.5342 -1.3683  C29 1.097
36 C -6.3163 -4.3843 3.7627  O37 1.435, H42 1.101, H43 1.087, H44 1.082
37 O -5.5385 -4.3958 2.5570  C36 1.435, C38 1.310
38 C -4.8801 -3.2982 2.2773  O37 1.310, O39 1.180, O40 1.309
39 O -4.9000 -2.2974 2.9013  C38 1.180
40 O -4.2076 -3.4914 1.1705  C38 1.309, C41 1.387
41 C -3.1962 -2.5712 0.9393  O40 1.387, H45 1.091, H46 1.095, H47 1.083
42 H -7.0721 -3.5876 3.6865  C36 1.101
43 H -5.7220 -4.2009 4.6542  C36 1.087
44 H -6.8634 -5.3150 3.8381  C36 1.082
45 H -2.5470 -2.2967 1.7724  C41 1.091
46 H -3.6731 -1.6323 0.6383  C41 1.095
47 H -2.5668 -2.9049 0.1234  C41 1.083
48 C -5.6148 4.7709 -7.5792  O49 1.414, H54 1.082, H55 1.089, H56 1.090
49 O -4.6523 5.1143 -6.6024  C48 1.414, C50 1.300
50 C -3.7312 4.2180 -6.4054  O49 1.300, O51 1.166, O52 1.316
51 O -3.7537 3.1314 -6.8272  C50 1.166
52 O -2.8354 4.7231 -5.5835  C50 1.316, C53 1.407
53 C -1.5952 4.0677 -5.4759  O52 1.407, H57 1.089, H58 1.092, H59 1.085
54 H -6.3426 5.5715 -7.5560  C48 1.082
55 H -6.0985 3.8180 -7.3695  C48 1.089
56 H -5.1468 4.7055 -8.5614  C48 1.090
57 H -0.9851 3.9958 -6.3746  C53 1.089
58 H -1.7648 3.0484 -5.1219  C53 1.092
59 H -1.0041 4.5697 -4.7178  C53 1.085
60 C -0.2003 -1.0278 -5.8439  O61 1.423, H66 1.091, H67 1.092, H68 1.087
61 O 0.4075 0.2448 -5.6544  C60 1.423, C62 1.295
62 C 1.5618 0.3486 -5.0757  O61 1.295, O63 1.160, O64 1.286
63 O 2.2624 -0.5089 -4.7290  C62 1.160
64 O 1.7686 1.6160 -5.0007  C62 1.286, C65 1.410
65 C 3.0469 2.1327 -4.7068  O64 1.410, H69 1.092, H70 1.091, H71 1.084
66 H -0.2917 -1.2756 -6.9022  C60 1.091
67 H -1.2270 -1.0125 -5.4724  C60 1.092
68 H 0.3047 -1.8139 -5.2881  C60 1.087
69 H 3.6840 2.2619 -5.5844  C65 1.092
70 H 3.6291 1.5483 -3.9927  C65 1.091
71 H 2.9029 3.0964 -4.2311  C65 1.084
72 C 4.7162 -4.2017 9.4054  O73 1.447, H78 1.091, H79 1.087, H80 1.086
73 O 3.8949 -3.2245 8.7251  C72 1.447, C74 1.308
74 C 3.9208 -3.2950 7.4188  O73 1.308, O75 1.183, O76 1.293
75 O 4.2857 -4.2224 6.7820  C74 1.183
76 O 3.4697 -2.1801 6.9443  C74 1.293, C77 1.393
77 C 3.4669 -2.1483 5.5518  O76 1.393, H81 1.081, H82 1.081, H83 1.091
78 H 4.1445 -5.1203 9.5458  C72 1.091
79 H 4.9404 -3.7679 10.3762  C72 1.087
80 H 5.6419 -4.4138 8.8790  C72 1.086
81 H 3.3576 -1.1213 5.2313  C77 1.081
82 H 2.7161 -2.8479 5.2118  C77 1.081
83 H 4.4296 -2.4525 5.1389  C77 1.091
84 C 7.5152 -6.2188 1.5986  O85 1.450, H90 1.086, H91 1.085, H92 1.097
85 O 6.5035 -6.2559 2.6369  C84 1.450, C86 1.312
86 C 5.4568 -5.4848 2.4606  O85 1.312, O87 1.162, O88 1.334
87 O 5.2413 -4.8681 1.5002  C86 1.162
88 O 4.6525 -5.5700 3.5209  C86 1.334, C89 1.408
89 C 3.3704 -4.9915 3.4485  O88 1.408, H93 1.083, H94 1.095, H95 1.086
90 H 7.0752 -6.2589 0.6061  C84 1.086
91 H 8.1815 -7.0576 1.7726  C84 1.085
92 H 8.1241 -5.3144 1.7179  C84 1.097
93 H 2.7960 -5.1879 4.3457  C89 1.083
94 H 2.7931 -5.4033 2.6139  C89 1.095
95 H 3.4153 -3.9173 3.2938  C89 1.086
96 C -0.6745 4.8297 2.7442  O97 1.399, H102 1.097, H103 1.098, H104 1.087
97 O -1.9272 4.2144 2.8452  C96 1.399, C98 1.334
98 C -2.1929 3.5339 3.9615  O97 1.334, O99 1.182, O100 1.316
99 O -1.4890 3.4040 4.9016  C98 1.182
100 O -3.3685 2.9680 3.7873  C98 1.316, C101 1.390
101 C -3.8001 2.0655 4.7517  O100 1.390, H105 1.084, H106 1.087, H107 1.087
102 H -0.6177 5.8346 3.1803  C96 1.097
103 H -0.4777 5.0376 1.6847  C96 1.098
104 H 0.1250 4.2052 3.1349  C96 1.087
105 H -3.1150 1.2271 4.8014  C101 1.084
106 H -4.7543 1.6056 4.5058  C101 1.087
107 H -3.8806 2.4762 5.7554  C101 1.087
108 C 3.0644 -4.8876 -2.7304  O109 1.438, H114 1.098, H115 1.089, H116 1.084
109 O 1.9650 -3.9771 -2.9051  C108 1.438, C110 1.291
110 C 1.7972 -3.0842 -1.9878  O109 1.291, O111 1.182, O112 1.277
111 O 2.4096 -3.0111 -0.9794  C110 1.182
112 O 0.8344 -2.3422 -2.3793  C110 1.277, C113 1.437
113 C 0.2603 -1.4432 -1.4160  O112 1.437, H117 1.099, H118 1.086, H119 1.086
114 H 3.4293 -4.8719 -1.6944  C108 1.098
115 H 3.9042 -4.5811 -3.3514  C108 1.089
116 H 2.7079 -5.8956 -2.9114  C108 1.084
117 H 0.3996 -1.8131 -0.3910  C113 1.099
118 H -0.8140 -1.4552 -1.5753  C113 1.086
119 H 0.6726 -0.4390 -1.4530  C113 1.086
120 C -2.5373 -3.7509 -5.0567  O121 1.403, H126 1.086, H127 1.094, H128 1.084
121 O -3.6071 -3.1266 -4.3980  C120 1.403, C122 1.300
122 C -4.0632 -2.0404 -4.9469  O121 1.300, O123 1.164, O124 1.297
123 O -3.6893 -1.5731 -5.9447  C122 1.164
124 O -4.9972 -1.5844 -4.1715  C122 1.297, C125 1.435
125 C -5.7085 -0.4086 -4.5845  O124 1.435, H129 1.081, H130 1.088, H131 1.092
126 H -1.8205 -3.1215 -5.5757  C120 1.086
127 H -2.9787 -4.4685 -5.7539  C120 1.094
128 H -1.9758 -4.3448 -4.3454  C120 1.084
129 H -6.7585 -0.5252 -4.3533  C125 1.081
130 H -5.5849 -0.1796 -5.6413  C125 1.088
131 H -5.2805 0.4103 -4.0019  C125 1.092
132 C -1.5440 9.0814 -1.4700  O133 1.409, H138 1.088, H139 1.093, H140 1.080
133 O -1.8659 7.8036 -0.9710  C132 1.409, C134 1.310
134 C -2.2983 6.9448 -1.8611  O133 1.310, O135 1.174, O136 1.302
135 O -2.5819 7.1732 -2.9773  C134 1.174
136 O -2.3784 5.7894 -1.2662  C134 1.302, C137 1.407
137 C -2.7591 4.7124 -2.0869  O136 1.407, H141 1.085, H142 1.088, H143 1.089
138 H -2.4580 9.6129 -1.7270  C132 1.088
139 H -0.9398 9.0380 -2.3795  C132 1.093
140 H -0.9591 9.5560 -0.6959  C132 1.080
141 H -1.9262 4.2638 -2.6184  C137 1.085
142 H -3.5908 5.0199 -2.7172  C137 1.088
143 H -3.1603 3.9304 -1.4436  C137 1.089
144 C 5.3590 -2.0257 -0.0053  C145 1.448, H147 1.091, H148 1.082, H149 1.087
145 C 4.8010 -2.0065 1.3307  C144 1.448, N146 1.129
146 N 4.3819 -1.9383 2.3773  C145 1.129
147 H 6.2977 -1.4858 0.1307  C144 1.091
148 H 4.6804 -1.5985 -0.7321  C144 1.082
149 H 5.5864 -3.0453 -0.3040  C144 1.087
150 C 2.9348 2.6089 2.7655  C151 1.470, H153 1.083, H154 1.092, H155 1.090
151 C 2.6533 1.9189 4.0326  C150 1.470, N152 1.144
152 N 2.4245 1.3681 5.0089  C151 1.144
153 H 3.1072 1.8969 1.9679  C150 1.083
154 H 3.7708 3.2880 2.9435  C150 1.092
155 H 2.0809 3.2505 2.5459  C150 1.090
156 C -0.4773 -0.4209 5.7185  C157 1.464, H159 1.086, H160 1.084, H161 1.098
157 C -1.7954 -0.2684 6.3364  C156 1.464, N158 1.132
158 N -2.8034 -0.1487 6.8377  C157 1.132
159 H 0.0410 -1.2712 6.1517  C156 1.086
160 H 0.1252 0.4753 5.8111  C156 1.084
161 H -0.7428 -0.6421 4.6758  C156 1.098